8
Properties=species:S:1:pos:R:3 method="wB97M-V/def2-TZVPD" relative_energy_kcal_mol=84.0 spin_multiplicity=1 energy_ha=-3364.1161 orbital_gap_ha=0.3870 e_lumo_ev=0.453
Br -2.089 -0.909 0.012
Cl -1.084 1.793 0.017
Si 0.884 -0.303 0.396
C -0.664 0.273 -0.603
H 1.778 0.963 0.374
H 1.603 -1.631 0.028
H 0.394 -0.374 1.791
H -0.822 0.189 -2.015